C22H34As2InO12 as an isolated structure. Source: the OMol25 dataset; level of theory: wB97M-V/def2-TZVPD.

XYZ file:
```
71
Properties=species:S:1:pos:R:3:mulliken_charge:R:1
In -1.5011 1.1660 0.3391 2.23
C -0.4416 3.6007 2.1334 -0.45
C -0.0342 2.3931 2.9343 -0.68
O -0.9774 1.3291 2.7165 -0.13
C -2.1071 1.3499 3.6083 -0.56
C -3.2429 0.6325 2.9036 -0.76
O -3.3120 1.1962 1.5697 -0.31
C -4.5529 1.8064 1.1445 -0.50
C -4.3268 2.2574 -0.2835 -0.88
O -2.9725 2.7385 -0.4578 -0.30
C -2.6758 4.0847 -0.0461 -0.50
C -1.1709 4.1824 -0.1083 -0.92
O -0.5882 3.1659 0.7553 -0.31
H 0.3231 4.3767 2.1703 0.50
H -1.3910 4.0152 2.4793 0.36
H 0.0328 2.6394 3.9947 0.55
H 0.9380 2.0185 2.6136 0.01
H -2.3930 2.3808 3.8290 0.39
H -1.8475 0.8465 4.5407 0.40
H -4.1897 0.7956 3.4150 0.65
H -3.0623 -0.4379 2.8116 0.19
H -4.7627 2.6355 1.8221 0.41
H -5.3621 1.0791 1.1992 0.46
H -5.0449 3.0199 -0.5830 0.54
H -4.4128 1.4144 -0.9699 0.34
H -3.0548 4.2632 0.9637 0.31
H -3.1483 4.7815 -0.7385 0.50
H -0.8178 5.1644 0.2022 0.59
H -0.8138 3.9689 -1.1142 0.31
C 5.7014 -0.7837 -0.5542 -0.55
O 5.2521 -1.2840 0.7212 -0.30
C 4.0263 -1.6656 0.9274 0.09
O 3.6234 -2.1316 1.9607 -0.50
C 2.8811 -1.4002 -0.0443 -0.14
C 2.5012 -2.3457 -0.9200 0.99
As 0.7355 -2.2843 -1.6451 0.61
C 0.2342 -3.3914 -3.1066 -0.98
C -0.0450 -0.6689 -1.4001 0.15
C -0.0167 -0.4404 0.0826 0.78
As 1.8540 0.1479 0.6952 0.10
C 2.2209 1.3968 -0.7594 -0.96
C -0.2466 -1.7654 0.7126 -0.12
O -0.0560 -2.8404 0.0326 -0.61
O -0.5496 -1.8414 1.9506 -0.10
C -0.4713 -3.1423 2.6459 -0.74
C -0.6785 0.2073 -2.2637 -0.09
O -1.2846 1.2278 -1.8086 -0.51
O -0.6394 -0.0484 -3.5531 -0.41
C -1.3376 0.8525 -4.4563 -0.68
C 3.3315 -3.5753 -1.1494 0.09
O 4.4885 -3.6370 -0.8614 -0.53
O 2.5980 -4.5379 -1.7043 -0.34
C 3.3079 -5.7911 -1.9575 -0.71
H 6.6267 -1.3032 -0.7788 0.29
H 5.8885 0.2827 -0.4541 0.29
H 4.9750 -0.9829 -1.3398 0.28
H 0.2637 -4.4357 -2.8129 0.44
H 0.9937 -3.1959 -3.8668 0.43
H -0.7484 -3.0743 -3.4454 0.44
H 2.0406 0.9723 -1.7437 0.32
H 3.2725 1.6720 -0.6702 0.54
H 1.6231 2.2970 -0.6174 0.18
H -0.5002 -2.8886 3.6981 0.28
H 0.4651 -3.6267 2.3862 0.34
H -1.3260 -3.7458 2.3546 0.35
H -1.1184 0.4772 -5.4487 0.28
H -0.9585 1.8632 -4.3365 0.30
H -2.4058 0.8154 -4.2602 0.30
H 2.6001 -6.4260 -2.4775 0.27
H 3.6039 -6.2300 -1.0089 0.33
H 4.1839 -5.5925 -2.5679 0.35
```

Results
spin multiplicity	1
total charge	+3
LUMO	-8.760	eV
HOMO-LUMO gap	7.90	eV
largest force on an atom	0.67	eV Å⁻¹